11
Properties=species:S:1:pos:R:3 method="wB97M-V/def2-TZVPD" homo_energy_ev=-8.7 orbital_gap_ev=9.633 total_charge=0 relative_energy_kj_mol=0.9 lumo_energy_ev=0.93
C 0.30375 -1.16612 -0.17703
C -1.01847 -0.44750 -0.20327
N 0.70563 0.99975 0.32498
H 0.45500 -2.21843 -0.37528
H 1.22751 1.84347 0.49857
C -0.63281 1.02175 -0.02271
H -1.62604 -0.70982 0.67432
H -1.64253 -0.60449 -1.08696
C 1.24802 -0.28566 0.16501
H 2.30742 -0.44202 0.32506
O -1.32748 2.00907 -0.12269